No. 1
The following is a quantum chemistry calculation of a molecular structure, C41H56BHfN8O3 at a distorted geometry, from OMol25.

Output
E_LUMO ... -2.90 eV
HOMO energy ... -10.43 eV
Total charge ... +1
Frontier orbital gap ... 7.5 eV
Energy ... -2332.60303 hartree

Each line ends with the Löwdin charge.
Geometry (Å):
Hf (0.6340, 0.7039, -1.1091)  1.800
O (3.7669, -1.1833, -4.0334)  0.075
C (3.0793, -2.3452, -4.0614)  -0.273
C (3.7625, -3.4492, -4.5744)  -0.004
C (3.1516, -4.6847, -4.6147)  -0.063
C (1.8459, -4.8473, -4.1518)  -0.078
C (1.1669, -3.7565, -3.6568)  -0.033
C (1.7661, -2.4941, -3.5949)  -0.107
C (1.0096, -1.3606, -3.0418)  -0.408
O (1.6916, -0.2731, -2.6702)  -0.205
N (-0.2735, -1.4640, -2.9014)  0.121
N (-0.7725, -0.2340, -2.3997)  -0.115
C (-1.7332, 0.3174, -3.0534)  -0.032
C (-2.0494, 1.7178, -2.9282)  -0.132
C (-3.4725, 2.0176, -3.1739)  -0.051
C (-4.2072, 3.1133, -2.9906)  -0.081
C (-3.7482, 4.4653, -2.5489)  -0.182
C (-1.2003, 4.0331, -2.2759)  -0.191
C (-1.0371, 2.5952, -2.6214)  -0.275
O (0.2203, 2.1907, -2.4184)  -0.184
H (3.2089, -0.5117, -3.6082)  0.076
H (4.7720, -3.3012, -4.9306)  0.123
H (3.6959, -5.5305, -5.0122)  0.110
H (1.3694, -5.8167, -4.1870)  0.104
H (0.1520, -3.8586, -3.2981)  0.109
H (-2.2703, -0.3111, -3.7636)  0.147
H (-4.0199, 1.1433, -3.5115)  0.105
H (-5.2653, 3.0091, -3.2014)  0.106
H (-3.8845, 4.5677, -1.4655)  0.105
H (-0.2602, 4.5135, -2.5575)  0.151
C (3.3603, 2.5526, -0.3520)  -0.044
C (3.4209, 2.3572, 1.1693)  -0.335
C (3.4091, 3.7196, 1.8710)  -0.044
C (2.3655, 1.4642, 1.7611)  -0.264
C (2.3698, 0.8642, 3.0189)  0.049
C (1.1919, 0.1443, 3.1026)  -0.173
C (0.7982, -0.6955, 4.2879)  -0.338
C (0.1985, -2.0659, 3.9721)  -0.056
C (-0.0609, 0.0920, 5.2755)  -0.036
N (0.4964, 0.3417, 1.9583)  0.060
N (1.2507, 1.1362, 1.1237)  -0.013
B (-0.7803, -0.3655, 1.3680)  -0.431
N (-1.6947, 0.7765, 0.7681)  0.074
N (-1.0434, 1.6899, -0.0227)  -0.029
C (-1.7436, 2.8255, -0.0349)  -0.218
C (-2.8770, 2.6483, 0.7410)  0.065
C (-2.8258, 1.3568, 1.2423)  -0.155
C (-3.8873, 0.8367, 2.1834)  -0.335
C (-4.7532, -0.3099, 1.6652)  -0.047
C (-3.3640, 0.5503, 3.5896)  -0.051
C (-1.2633, 4.0879, -0.7068)  -0.224
C (0.0693, 4.5265, -0.1055)  -0.036
C (-2.3248, 4.8095, -2.9543)  -0.136
N (-0.1605, -1.4354, 0.2950)  0.043
N (1.1740, -1.1954, -0.0635)  -0.033
C (1.7949, -2.3561, -0.1960)  -0.225
C (0.8706, -3.3887, -0.0094)  0.050
C (-0.3364, -2.7923, 0.2660)  -0.188
C (-1.6389, -3.5268, 0.4267)  -0.332
C (-1.5607, -4.5403, 1.5711)  -0.039
C (-2.8595, -2.6374, 0.5789)  -0.075
C (3.2706, -2.4754, -0.4436)  -0.333
C (3.8465, -3.5724, 0.4580)  -0.044
C (4.0149, -1.1664, -0.2279)  -0.046
H (4.3418, 2.4426, -0.8099)  0.099
H (2.9658, 3.5278, -0.6345)  0.079
H (2.7450, 1.8131, -0.8938)  0.014
H (4.3747, 1.8722, 1.3968)  0.141
H (2.4494, 4.2149, 1.7137)  0.074
H (4.1920, 4.3631, 1.4708)  0.089
H (3.5678, 3.6191, 2.9438)  0.085
H (3.1311, 0.9320, 3.7759)  0.127
H (1.7597, -0.8861, 4.7753)  0.138
H (-0.8756, -2.0163, 3.7988)  0.056
H (0.3583, -2.7264, 4.8243)  0.091
H (0.6631, -2.5280, 3.0991)  0.080
H (-0.9917, 0.4137, 4.8108)  0.051
H (0.4589, 0.9785, 5.6376)  0.088
H (-0.3119, -0.5312, 6.1335)  0.090
H (-1.4044, -0.9385, 2.1838)  0.088
H (-3.6516, 3.3688, 0.9389)  0.127
H (-4.5498, 1.7037, 2.2584)  0.132
H (-4.2903, -1.2790, 1.8376)  0.040
H (-4.9777, -0.2159, 0.6030)  0.091
H (-5.6990, -0.3087, 2.2060)  0.090
H (-2.7440, -0.3457, 3.5983)  0.052
H (-4.2009, 0.3772, 4.2658)  0.093
H (-2.7776, 1.3814, 3.9806)  0.085
H (-2.0013, 4.8525, -0.4503)  0.140
H (0.8816, 3.8527, -0.3851)  0.043
H (0.0164, 4.5545, 0.9835)  0.092
H (0.3311, 5.5219, -0.4659)  0.097
H (-2.2228, 4.6935, -4.0361)  0.134
H (-2.1445, 5.8676, -2.7461)  0.125
H (-4.4150, 5.2138, -2.9815)  0.119
H (1.0493, -4.4466, -0.0867)  0.129
H (-1.7327, -4.0860, -0.5115)  0.149
H (-1.4468, -4.0256, 2.5262)  0.073
H (-0.7247, -5.2283, 1.4573)  0.080
H (-2.4764, -5.1296, 1.6141)  0.089
H (-2.9059, -2.2573, 1.5972)  0.047
H (-3.7700, -3.2082, 0.3999)  0.101
H (-2.8562, -1.7868, -0.1046)  0.086
H (3.4019, -2.7957, -1.4786)  0.133
H (3.6655, -3.3433, 1.5099)  0.090
H (4.9228, -3.6467, 0.3074)  0.087
H (3.4164, -4.5493, 0.2444)  0.079
H (3.8936, -0.8106, 0.7985)  0.082
H (3.6800, -0.3831, -0.9082)  0.050
H (5.0775, -1.3148, -0.4198)  0.095


No. 2
The following is a quantum chemistry calculation of a molecular structure, C3H12NO4 at a distorted geometry, from OMol25.

Output
E_LUMO ... 3.35 eV
HOMO energy ... -3.91 eV
Total charge ... -1
Frontier orbital gap ... 7.3 eV
Energy ... -477.06838 hartree

Each line ends with the Löwdin charge.
Geometry (Å):
C (-0.4259, -1.2047, 0.6692)  -0.287
C (0.5185, -1.8114, 1.7118)  -0.139
O (0.5822, -3.3193, 0.8428)  -0.211
N (-0.5063, 0.2410, 0.6616)  -0.100
C (-1.4708, 0.9600, -0.2579)  -0.347
O (-0.9141, 1.9753, -1.1671)  -0.356
H (0.0167, -1.5232, -0.3350)  0.112
H (-1.3631, -1.6513, 0.7472)  0.086
H (-0.0029, -1.9288, 2.6877)  0.121
H (1.3474, -1.1057, 1.8496)  0.126
H (1.2577, -2.7742, 1.6362)  0.063
H (0.3731, 0.7553, 0.8900)  0.083
H (-2.2527, 1.3885, 0.4702)  0.087
H (-2.1024, 0.1111, -0.7167)  0.100
H (0.1686, 0.8392, -2.0394)  -0.050
H (0.3474, -0.6473, -2.3863)  0.016
O (0.7652, 0.2292, -2.4696)  -0.098
H (1.9136, 2.5926, -0.1354)  0.009
H (0.2441, 2.4850, -0.4105)  0.018
O (1.0500, 2.6283, 0.3405)  -0.235


No. 3
The following is a quantum chemistry calculation of 2 unconnected molecules or ions with the total composition C3H11NO2 at a distorted geometry, from OMol25.

Output
E_LUMO ... 0.65 eV
HOMO energy ... -8.92 eV
Total charge ... 0
Frontier orbital gap ... 9.6 eV
SMILES ... C[C@H](O)CN.O
Energy ... -326.07587 hartree

Each line ends with the Löwdin charge.
Geometry (Å):
C (0.0721, -0.8992, 0.7646)  -0.242
C (-0.2675, 0.6742, 0.8372)  -0.458
C (-1.7879, 0.6839, 0.5527)  -0.072
O (0.3795, 1.3037, -0.1863)  -0.057
N (1.4881, -1.3554, 0.8747)  0.002
H (-0.3383, -1.3001, 1.7211)  0.115
H (-0.3214, -1.3899, -0.0623)  0.058
H (0.0654, 0.9932, 1.8620)  0.146
H (-2.3711, 1.6041, 0.3452)  0.071
H (-1.9465, -0.0747, -0.3517)  0.111
H (-2.2816, 0.2209, 1.4652)  0.085
H (1.1293, 1.8233, 0.1796)  0.117
H (1.7944, -1.1027, 1.8794)  0.096
H (2.0916, -0.7988, 0.3949)  -0.006
H (-0.1327, -0.9295, -3.1975)  0.041
H (0.4582, 0.5083, -2.7264)  0.116
O (0.0374, -0.4062, -2.3836)  -0.123


No. 4
The following is a quantum chemistry calculation of a molecular structure, C21H19N8O7PdS, from OMol25.

Output
E_LUMO (spin up / spin down) ... 2.10 / 1.37 eV
HOMO energy (spin up / spin down) ... -5.29 / -5.29 eV
2S+1 ... 3
⟨S²⟩ ... 2.00
Total charge ... -1
Frontier orbital gap (spin up / spin down) ... 7.4 / 6.7 eV
Energy ... -2302.61956 hartree

Each line ends with the Löwdin charge.
Geometry (Å):
Pd (0.8407, 0.3076, -0.5835)  1.094
O (7.4030, 0.2117, 2.0379)  -0.044
C (7.1671, 0.2271, 0.8159)  -0.699
O (7.9446, 0.2962, -0.1579)  -0.057
C (5.6746, 0.3079, 0.4466)  -0.092
C (5.2767, 0.3754, -0.8831)  0.001
C (3.9321, 0.4358, -1.1920)  -0.113
N (2.9894, 0.4237, -0.2439)  -0.012
C (3.3558, 0.3526, 1.0415)  -0.185
C (4.6823, 0.3041, 1.4200)  0.064
C (2.2287, 0.2550, 2.0451)  -0.586
O (2.4554, 0.3494, 3.2323)  0.068
O (1.0456, -0.0135, 1.5390)  -0.190
H (6.0429, 0.3718, -1.6471)  0.112
H (3.5784, 0.4915, -2.2140)  0.107
H (4.9548, 0.2511, 2.4643)  0.127
N (-6.5197, 1.6195, 2.6667)  0.084
C (-5.5806, 1.2911, 1.6859)  -0.328
C (-4.6541, 0.2732, 1.9131)  -0.035
C (-3.7531, -0.0819, 0.9267)  -0.053
C (-3.7668, 0.5769, -0.2972)  -0.301
C (-4.6843, 1.5921, -0.5340)  -0.067
C (-5.5899, 1.9423, 0.4522)  -0.036
S (-2.5941, 0.1220, -1.5185)  0.571
O (-3.0716, 0.6187, -2.7782)  -0.301
O (-2.3450, -1.2841, -1.3397)  -0.325
N (-1.2279, 0.8469, -1.0820)  -0.181
C (-1.0200, 2.1904, -1.0997)  -0.458
N (0.3077, 2.4662, -0.9883)  0.030
C (0.6541, 3.7282, -0.7837)  -0.121
C (-0.2752, 4.7479, -0.7809)  -0.067
C (-1.5913, 4.3696, -1.0117)  -0.127
N (-1.9839, 3.1161, -1.1678)  0.146
H (-6.2538, 1.3865, 3.6092)  0.082
H (-6.9125, 2.5434, 2.5930)  0.081
H (-4.6427, -0.2400, 2.8682)  0.108
H (-3.0334, -0.8716, 1.0982)  0.113
H (-4.6740, 2.0994, -1.4883)  0.107
H (-6.3114, 2.7316, 0.2702)  0.106
H (1.7142, 3.9156, -0.6529)  0.117
H (0.0088, 5.7775, -0.6285)  0.093
H (-2.3759, 5.1199, -1.0622)  0.108
C (0.8128, -5.3505, -0.0732)  -0.035
N (0.4545, -4.0668, -0.6361)  -0.090
C (0.4824, -3.8259, -2.0721)  -0.035
C (0.7601, -2.3335, -2.1427)  -0.484
O (0.8878, -1.6882, -3.1515)  0.067
N (0.8543, -1.8543, -0.8480)  0.075
C (0.7103, -2.8824, -0.0244)  -0.396
N (0.7942, -2.7432, 1.2913)  0.231
H (0.2698, -6.1301, -0.6047)  0.091
H (0.5164, -5.4104, 0.9725)  0.078
H (1.8857, -5.5524, -0.1440)  0.098
H (-0.4862, -4.0289, -2.5294)  0.139
H (1.2579, -4.4037, -2.5776)  0.135
H (0.8470, -1.7778, 1.6412)  0.077
H (0.5575, -3.4964, 1.9080)  0.105


No. 5
The following is a quantum chemistry calculation of a molecular structure, C2H7NO2 at a distorted geometry, from OMol25.

Output
E_LUMO (spin up / spin down) ... 0.49 / 0.49 eV
HOMO energy (spin up / spin down) ... -8.08 / -8.07 eV
Total charge ... 0
Frontier orbital gap (spin up / spin down) ... 8.6 / 8.6 eV
Energy ... -285.42003 hartree

Each line ends with the Löwdin charge.
Geometry (Å):
C (1.4231, -0.7725, 0.9583)  -0.165
C (0.0728, -0.2093, -1.2879)  0.042
N (-1.7289, 1.0313, 0.3906)  -0.044
O (-0.4469, 0.8599, 0.0542)  -0.316
O (0.6614, -0.4076, 1.8530)  -0.023
H (-1.9786, 2.0087, 0.5295)  0.094
H (-2.0697, 0.3490, 1.0672)  0.086
H (1.8843, -1.7735, 0.9794)  0.085
H (2.0343, -0.0707, 0.3700)  0.080
H (1.0395, -0.5598, -1.6378)  0.053
H (-0.2011, 0.5255, -2.0430)  0.051
H (-0.6901, -0.9811, -1.2334)  0.057